84
Properties=species:S:1:pos:R:3:forces:R:3 method="wB97M-V/def2-TZVPD" homo_energy_ha="-0.692 / -0.692" total_charge=+4 largest_force_ev_per_a=4.535 spin_multiplicity=3 gap_ha="0.23895 / 0.15547" e_above_lowest_kcal_mol=10.8
Mo -0.386 0.544 -0.234 1.483 -3.156 -0.326
P 1.499 -1.118 -1.316 0.230 -0.675 -0.816
P 1.497 0.316 1.616 -0.293 -0.247 0.970
P -0.862 0.988 -2.553 -0.578 -0.052 -1.318
H -1.342 4.432 0.462 0.822 -0.153 -0.070
C -1.471 3.472 -0.028 -2.294 -2.376 2.806
C -1.196 2.234 0.674 -1.047 4.298 1.001
H -0.986 2.302 1.771 0.133 0.448 -1.122
C 2.913 -0.332 -2.194 -0.158 0.281 -0.008
C 2.456 -2.488 -0.531 -0.150 0.211 0.524
C 0.715 -2.180 -2.596 -0.115 0.223 -0.062
C 1.029 1.371 3.025 0.076 0.176 0.241
C 1.768 -1.291 2.507 -0.295 -0.234 -0.319
C 3.222 0.818 1.337 0.134 0.231 -0.271
C -1.739 2.523 -2.882 -0.321 0.543 -0.191
C -2.091 -0.263 -3.087 0.079 -0.078 0.174
C 0.367 1.061 -3.917 0.368 -0.110 -0.066
H -2.367 3.541 -0.678 1.367 -0.316 -0.137
H -1.977 1.426 0.575 -0.024 0.696 -0.682
H 3.583 -1.131 -2.547 -0.201 0.308 0.105
H 3.461 0.324 -1.505 -0.041 -0.192 -0.246
H 2.583 0.261 -3.051 0.207 -0.153 0.273
H 3.048 -2.955 -1.332 -0.215 0.205 0.235
H 1.776 -3.243 -0.119 0.247 0.213 -0.045
H 3.138 -2.125 0.244 -0.095 -0.186 -0.127
H 1.485 -2.848 -3.010 -0.258 0.215 0.092
H 0.280 -1.586 -3.404 0.041 -0.350 0.179
H -0.073 -2.784 -2.124 0.220 0.127 -0.179
H 1.320 0.897 3.967 0.104 0.211 -0.116
H -0.045 1.548 3.061 0.109 -0.174 0.185
H 1.523 2.343 2.934 -0.047 -0.041 0.099
H 2.815 -1.341 2.829 -0.225 0.076 -0.042
H 1.552 -2.181 1.906 0.077 0.301 0.139
H 1.130 -1.312 3.396 0.062 -0.008 -0.160
H 3.757 0.686 2.281 -0.072 0.042 -0.051
H 3.281 1.871 1.054 -0.010 -0.066 -0.022
H 3.732 0.224 0.577 -0.092 -0.019 0.093
H -2.109 2.450 -3.908 0.087 0.297 -0.030
H -1.016 3.343 -2.773 -0.285 -0.060 -0.283
H -2.599 2.750 -2.235 0.341 -0.521 -0.438
H -2.039 -0.389 -4.168 -0.036 0.045 -0.081
H -3.083 0.101 -2.827 -0.097 0.070 -0.022
H -1.953 -1.230 -2.609 0.128 0.005 -0.052
H -0.145 1.362 -4.839 -0.104 -0.037 0.236
H 0.866 0.105 -4.121 -0.301 0.341 0.111
H 1.148 1.805 -3.724 -0.206 -0.037 0.069
C 2.221 4.496 0.201 0.235 -0.142 -1.271
C 3.506 4.104 -0.227 2.371 0.809 -0.599
C 4.634 4.676 0.406 -0.936 -1.587 -1.110
C 4.434 5.431 1.579 0.323 0.339 0.779
C 3.163 5.520 2.176 -1.424 -1.075 -0.406
C 2.049 4.962 1.519 1.348 1.121 1.124
S 0.932 4.646 -1.003 -0.289 -0.401 1.328
H 1.510 5.462 -1.859 0.916 0.216 -0.644
H 3.642 3.477 -1.137 -0.171 0.769 0.699
H 5.652 4.455 0.042 -0.690 0.292 0.161
H 5.292 5.863 2.114 -0.358 -0.164 -0.368
H 3.044 5.926 3.177 0.019 0.167 -0.255
H 1.079 4.990 1.960 -0.591 0.277 0.263
N -1.865 -0.601 0.354 2.221 -0.319 0.522
S -1.362 -1.925 1.347 -2.142 0.491 -1.840
C -2.849 -2.135 2.303 -0.638 -0.709 0.997
C -3.033 -3.414 2.865 -0.044 0.465 -0.231
C -4.217 -3.701 3.538 -0.018 0.370 -0.053
C -5.210 -2.715 3.661 0.493 0.059 -0.261
C -4.990 -1.430 3.153 0.255 -0.193 0.059
C -3.787 -1.118 2.503 -0.156 -0.170 -0.129
C -1.522 -3.209 0.108 0.843 -1.258 0.253
C -0.607 -4.278 0.183 -0.344 0.142 -0.257
C -0.650 -5.284 -0.800 -0.218 0.616 0.330
C -1.596 -5.198 -1.831 0.572 -0.120 0.294
C -2.503 -4.143 -1.881 0.019 0.216 0.459
C -2.494 -3.166 -0.888 -0.121 0.089 0.121
H -2.853 -0.544 0.101 0.076 -0.262 0.423
H -2.255 -4.161 2.753 -0.176 -0.134 0.020
H -4.371 -4.691 3.960 0.039 0.194 -0.081
H -6.143 -2.955 4.160 0.108 0.072 -0.063
H -5.756 -0.662 3.262 0.248 -0.175 0.014
H -3.609 -0.105 2.152 -0.119 -0.143 0.047
H 0.098 -4.328 1.019 -0.113 -0.077 -0.328
H 0.062 -6.105 -0.746 -0.234 0.080 -0.063
H -1.609 -5.969 -2.594 -0.064 0.074 0.036
H -3.233 -4.079 -2.675 -0.080 -0.107 0.003
H -3.263 -2.397 -0.859 0.080 -0.144 -0.221

8
Properties=species:S:1:pos:R:3:forces:R:3 method="wB97M-V/def2-TZVPD" homo_energy_ha=-0.339 largest_force_ev_per_a=4.916 gap_ha=0.35293 e_above_lowest_kcal_mol=30.8
C -0.026 -0.962 0.220 0.500 2.066 -2.162
C -0.216 -0.043 1.150 0.432 -0.874 -2.647
C 0.303 0.343 -0.704 1.120 -0.738 1.365
O -0.025 1.117 0.525 0.308 1.029 -1.928
I -0.886 0.865 -2.396 0.266 -0.196 0.499
H -0.121 -2.001 0.008 0.087 -0.304 0.150
H -0.427 0.089 2.100 -1.096 -0.278 4.784
H 1.400 0.594 -0.903 -1.616 -0.705 -0.061

79
Properties=species:S:1:pos:R:3:forces:R:3 method="wB97M-V/def2-TZVPD" homo_energy_ha=-0.157 total_charge=-1 largest_force_ev_per_a=1.092 gap_ha=0.23290 e_above_lowest_kcal_mol=5.8
Ir 1.054 -0.873 1.280 0.533 0.190 -0.402
C 3.175 -2.130 -1.576 -0.054 0.175 -0.058
C 3.374 -0.808 -0.917 0.220 -0.272 -0.450
N 2.699 -0.276 0.076 -0.750 -0.382 0.696
C 3.260 0.939 0.356 -0.115 0.349 0.171
C 4.305 1.161 -0.488 0.025 -0.175 -0.287
N 4.358 0.042 -1.283 0.040 0.128 -0.006
C 5.274 2.259 -0.713 0.028 -0.105 -0.062
O 5.164 3.307 0.059 -0.083 0.041 0.047
O 6.110 2.132 -1.586 0.022 0.047 0.020
C 2.742 1.760 1.491 -0.134 -0.343 0.179
O 3.240 2.890 1.670 -0.018 0.004 -0.011
O 1.869 1.189 2.201 -0.113 0.132 -0.137
H 2.142 -2.253 -1.910 0.368 0.116 0.043
H 3.383 -2.948 -0.886 -0.048 0.014 0.036
H 3.839 -2.213 -2.434 0.078 -0.008 -0.025
H 5.033 -0.076 -2.022 -0.027 0.017 0.031
H 4.374 3.194 0.716 0.050 0.036 0.039
N 2.174 -1.410 3.041 0.212 -0.101 -0.524
C 1.284 -2.025 4.034 -0.050 0.096 0.238
C -0.204 -1.837 3.691 0.117 -0.028 -0.155
O -1.018 -2.128 4.548 -0.149 -0.079 0.132
O -0.479 -1.404 2.509 -0.113 0.368 0.220
H 3.041 -1.913 2.891 -0.111 -0.161 0.161
H 2.419 -0.464 3.323 0.042 0.025 0.020
H 1.438 -1.589 5.022 0.027 -0.067 0.016
H 1.479 -3.094 4.115 -0.034 0.023 -0.021
Br 0.163 -6.889 -1.587 -0.010 -0.005 -0.003
C 0.382 -5.185 -0.758 0.024 0.041 0.033
C 0.094 -4.032 -1.471 -0.005 0.005 0.090
C 0.277 -2.797 -0.863 -0.228 -0.254 -0.081
C 0.744 -2.677 0.448 0.182 0.540 0.287
C 0.996 -3.865 1.136 -0.017 -0.104 -0.010
C 0.828 -5.116 0.550 -0.033 0.008 -0.068
H -0.272 -4.096 -2.488 -0.003 -0.020 -0.017
H 0.047 -1.885 -1.401 -0.009 -0.052 0.045
H 1.329 -3.830 2.167 0.006 -0.055 -0.058
H 1.033 -6.020 1.109 0.007 -0.011 -0.013
C -2.790 -1.475 -0.781 -0.056 -0.004 0.025
C -3.035 -0.046 -0.282 -0.024 0.060 0.015
C -3.474 -0.224 1.181 -0.040 -0.035 -0.049
C -4.206 0.572 -1.057 0.005 -0.017 0.018
P -1.368 0.888 -0.364 0.018 0.020 0.111
N -0.136 0.035 -0.074 0.079 -0.155 -0.154
C -1.156 1.515 -2.157 -0.006 -0.006 0.019
C -2.055 2.672 -2.606 0.054 -0.013 -0.055
C -1.370 0.338 -3.120 0.056 0.024 -0.022
C 0.316 1.932 -2.333 -0.035 -0.014 -0.062
C -1.570 2.423 0.745 -0.064 -0.029 -0.024
C -0.429 3.404 0.442 -0.040 0.016 0.042
C -1.355 1.985 2.204 -0.084 0.092 -0.026
C -2.900 3.182 0.648 0.018 0.008 0.021
H -3.713 -2.050 -0.648 0.002 0.000 -0.013
H -2.007 -1.946 -0.189 -0.001 -0.012 0.011
H -2.510 -1.533 -1.829 0.025 -0.023 -0.007
H -4.329 -0.909 1.194 0.000 0.005 -0.011
H -3.799 0.703 1.649 -0.011 -0.006 0.002
H -2.684 -0.676 1.780 0.060 0.022 0.048
H -5.112 -0.004 -0.840 0.014 -0.018 0.000
H -4.059 0.542 -2.136 0.008 -0.006 -0.018
H -4.402 1.605 -0.771 -0.014 -0.019 -0.009
H -3.115 2.436 -2.539 -0.015 0.006 0.005
H -1.835 2.899 -3.655 0.000 -0.005 -0.001
H -1.870 3.582 -2.038 0.012 0.011 0.002
H -2.405 0.010 -3.172 -0.027 0.002 -0.005
H -0.747 -0.512 -2.836 -0.013 0.027 -0.007
H -1.075 0.653 -4.127 0.000 -0.002 0.003
H 0.523 2.918 -1.927 0.012 0.037 0.039
H 0.551 1.959 -3.402 -0.014 0.021 0.002
H 0.967 1.210 -1.839 -0.008 -0.019 -0.014
H 0.525 2.887 0.365 0.029 -0.013 -0.010
H -0.348 4.112 1.273 -0.007 0.008 -0.010
H -0.598 3.983 -0.466 0.009 -0.006 -0.023
H -0.345 1.621 2.344 0.151 -0.099 0.026
H -2.046 1.222 2.545 0.017 -0.004 0.018
H -1.480 2.866 2.843 0.001 0.002 -0.008
H -3.150 3.477 -0.369 -0.008 0.019 -0.010
H -2.822 4.097 1.245 0.013 -0.010 0.010
H -3.735 2.610 1.049 0.007 0.003 0.005

16
Properties=species:S:1:pos:R:3:forces:R:3 method="wB97M-V/def2-TZVPD" homo_energy_ha="-0.395 / -0.395" total_charge=+1 largest_force_ev_per_a=5.072 spin_multiplicity=5 gap_ha="0.21081 / 0.21194" e_above_lowest_kcal_mol=0.0
C 1.731 -0.206 -0.715 0.280 -0.219 -0.691
H 2.496 -0.658 -0.070 -0.259 0.177 -0.181
H 1.798 0.887 -0.725 -0.126 -0.251 0.360
H 1.836 -0.535 -1.758 0.129 -0.041 0.309
O -0.042 2.462 1.819 -1.894 -1.990 -1.876
C -0.887 3.192 0.875 0.731 0.044 0.306
H -1.556 3.905 1.402 0.108 -0.609 -0.286
H -0.272 3.796 0.172 -0.317 -0.460 0.255
O -1.935 -1.210 0.626 -0.422 -1.158 -0.191
C -1.346 -2.115 0.058 -0.100 -0.487 -0.101
C 0.014 -1.912 -0.520 0.159 -0.529 -0.246
O 0.406 -0.592 -0.263 0.003 0.837 0.219
Ho -1.114 0.865 0.821 1.743 4.346 1.950
H -1.801 -3.114 -0.046 0.050 0.205 0.047
H -0.033 -2.118 -1.606 0.042 -0.021 0.229
H 0.704 -2.648 -0.071 -0.128 0.156 -0.104